{"formula": "C38H93N6O19P3S", "method": "ωB97M-V/def2-TZVPD", "multiplicity": 1, "orbital_gap_ev": 8.8357, "homo_ev": -8.849, "total_charge": 0, "energy_ev": -127466.694, "species": ["C", "C", "O", "N", "C", "H", "H", "H", "H", "H", "H", "H", "C", "C", "O", "N", "C", "H", "H", "H", "H", "H", "H", "H", "C", "C", "O", "N", "C", "H", "H", "H", "H", "H", "H", "H", "C", "C", "O", "N", "C", "H", "H", "H", "H", "H", "H", "H", "C", "C", "O", "N", "C", "H", "H", "H", "H", "H", "H", "H", "C", "C", "O", "N", "C", "H", "H", "H", "H", "H", "H", "H", "C", "S", "O", "C", "H", "H", "H", "H", "H", "H", "C", "C", "O", "P", "O", "O", "C", "C", "O", "C", "C", "H", "H", "H", "H", "H", "H", "H", "H", "H", "H", "H", "H", "H", "H", "H", "C", "C", "O", "P", "O", "O", "C", "C", "O", "C", "C", "H", "H", "H", "H", "H", "H", "H", "H", "H", "H", "H", "H", "H", "H", "H", "C", "C", "O", "P", "O", "O", "C", "C", "O", "C", "C", "H", "H", "H", "H", "H", "H", "H", "H", "H", "H", "H", "H", "H", "H", "H"], "xyz": [[1.97281, -5.00063, 0.21097], [2.64179, -3.69437, 0.50452], [2.34678, -2.65894, -0.04976], [3.58436, -3.80441, 1.48133], [4.23788, -2.70885, 2.14511], [1.64978, -5.59568, 1.06517], [2.40755, -5.53026, -0.63673], [1.01773, -4.79127, -0.27081], [3.62088, -4.73368, 1.87532], [5.26977, -2.63433, 1.80198], [4.39116, -2.86124, 3.21346], [3.69424, -1.77463, 2.00439], [1.38405, -1.60404, -3.49916], [2.80681, -1.17591, -3.35945], [3.59155, -1.06373, -4.32813], [3.26437, -0.97344, -2.07726], [4.57422, -0.40762, -1.69929], [1.38160, -2.64366, -3.82670], [0.90980, -0.98797, -4.26312], [0.81266, -1.51996, -2.57474], [2.82984, -1.46406, -1.30877], [4.39690, 0.66245, -1.80701], [5.36440, -0.77929, -2.35164], [4.84682, -0.66911, -0.67683], [-2.45962, -1.44625, -2.33363], [-3.03609, -0.63217, -3.51390], [-2.51987, -0.71102, -4.64755], [-4.01242, 0.23258, -3.27181], [-4.85103, 0.16571, -2.05314], [-3.06940, -2.34940, -2.30923], [-2.68459, -0.94735, -1.39098], [-1.37844, -1.54605, -2.23782], [-4.32237, 0.73867, -4.08906], [-5.78677, 0.70757, -2.19054], [-4.29244, 0.61585, -1.23251], [-5.11576, -0.87021, -1.84131], [0.26929, -1.75767, 7.72002], [1.24634, -2.27889, 6.64347], [0.84507, -3.14784, 5.86778], [2.47010, -1.68724, 6.60237], [3.50317, -2.01854, 5.61667], [-0.05257, -2.56328, 8.37994], [-0.61767, -1.31252, 7.26922], [0.74889, -1.05351, 8.39991], [2.72763, -0.99497, 7.29125], [4.29360, -2.47619, 6.21156], [3.85890, -1.16272, 5.04296], [3.03923, -2.69266, 4.89666], [-2.61893, 0.79780, 4.47476], [-1.37610, 0.98348, 5.29080], [-1.42153, 1.04370, 6.52002], [-0.17839, 1.08260, 4.64870], [1.04242, 1.19420, 5.43146], [-3.32136, 1.62347, 4.58855], [-3.14674, -0.14518, 4.61728], [-2.42135, 0.81205, 3.40291], [-0.16965, 0.89928, 3.65551], [0.95960, 0.52912, 6.29106], [1.32951, 2.21540, 5.68211], [1.79692, 0.63612, 4.87705], [0.34673, 0.52651, -0.33407], [0.18983, 0.09898, 1.09773], [-0.09084, 0.89419, 2.01506], [0.34940, -1.17776, 1.37178], [0.30741, -1.86171, 2.67423], [-0.42364, -0.00016, -0.89732], [1.30681, 0.19424, -0.72896], [0.22008, 1.60678, -0.40527], [0.79501, -1.77363, 0.68879], [-0.61750, -1.51178, 3.13271], [1.09575, -1.61145, 3.38416], [0.18908, -2.94207, 2.59112], [-2.84244, -2.27280, 6.40510], [-3.71998, -3.58182, 5.34019], [-4.08996, -2.93002, 3.98049], [-2.28608, -4.74095, 5.00753], [-2.35096, -2.71656, 7.27091], [-3.45738, -1.44180, 6.75066], [-2.13844, -1.88033, 5.67132], [-2.58194, -5.73369, 4.66838], [-1.69504, -4.94990, 5.89922], [-1.58040, -4.32221, 4.29005], [-2.73347, -3.00610, 0.84709], [-1.75668, -4.09442, 0.39663], [-2.08405, -4.50961, -0.87726], [-2.18807, -6.10023, -1.29833], [-3.42966, -6.78270, -0.84606], [-2.03926, -6.03943, -2.91964], [-0.94801, -5.33897, -3.46299], [-1.41125, -4.22995, -4.38376], [-0.78984, -6.70108, -0.74867], [-0.14213, -7.72546, -1.45974], [0.62909, -8.56877, -0.43302], [-3.64466, -3.56820, 1.05172], [-2.45442, -2.37142, 1.68817], [-2.97203, -2.22057, 0.13008], [-0.80546, -3.59953, 0.20074], [-1.67377, -4.89204, 1.13488], [-0.27289, -4.94794, -2.70181], [-0.33340, -6.01563, -4.05669], [-1.37951, -3.30948, -3.80081], [-0.60240, -4.03453, -5.08780], [-2.38278, -4.41038, -4.84381], [-0.79380, -8.36394, -2.05620], [0.51992, -7.33450, -2.23236], [1.05749, -9.44255, -0.92400], [1.44443, -8.07384, 0.09459], [-0.05553, -8.91844, 0.33972], [0.36073, 5.27574, 0.48476], [0.92183, 4.00045, 0.92341], [1.80601, 3.54551, -0.06417], [3.36325, 4.06887, -0.18205], [3.64143, 5.33476, 0.55489], [4.23010, 2.71183, 0.17232], [4.48415, 2.31359, 1.44528], [5.63654, 3.21535, 2.04454], [3.52260, 4.23392, -1.80563], [3.04929, 5.43198, -2.41236], [1.74838, 5.08631, -3.08216], [-0.49508, 5.57627, 1.08922], [1.04268, 6.12569, 0.45976], [-0.14821, 5.25557, -0.47892], [1.53385, 4.20118, 1.80276], [0.16373, 3.25200, 1.15408], [3.59333, 2.33861, 2.07291], [4.83318, 1.28103, 1.45567], [5.33111, 4.23697, 2.27059], [6.03640, 2.66684, 2.89739], [6.42698, 3.28829, 1.29756], [3.02022, 6.31065, -1.76801], [3.85114, 5.70277, -3.09924], [1.01760, 4.55785, -2.46995], [1.30154, 5.91435, -3.63240], [1.97038, 4.40578, -3.90417], [-1.37365, 4.94454, -7.15232], [-0.73365, 6.02134, -6.32001], [-0.67353, 5.82833, -4.93023], [-1.98733, 6.03903, -4.01234], [-1.71605, 6.29204, -2.59100], [-2.95359, 7.13842, -4.75466], [-3.40904, 8.24194, -3.98314], [-4.31574, 9.19578, -4.81042], [-2.75924, 4.66413, -4.21332], [-2.87777, 3.72027, -3.12853], [-1.57310, 2.93548, -2.98647], [-2.38691, 5.18266, -7.47587], [-0.83521, 4.85575, -8.09588], [-1.36817, 3.91538, -6.79328], [0.34013, 5.92719, -6.48192], [-0.94664, 7.05235, -6.60246], [-3.94786, 7.81872, -3.13540], [-2.55369, 8.80285, -3.60652], [-4.37856, 10.18376, -4.35431], [-3.92755, 9.45024, -5.79666], [-5.29653, 8.81069, -5.08942], [-3.11718, 4.16303, -2.16171], [-3.65629, 3.00505, -3.39400], [-0.76151, 3.64450, -2.82306], [-1.68451, 2.18520, -2.20366], [-1.30870, 2.30759, -3.83733]], "mulliken_charge": [-0.50, 0.26, -0.66, -0.10, -0.88, 0.43, 0.41, -0.39, 0.27, 0.37, 0.36, 0.15, -0.01, 0.35, -0.74, 0.46, -0.87, 0.14, 0.44, -0.39, -0.08, 0.23, 0.36, 0.18, -0.56, 0.04, -0.75, 0.03, -1.02, 0.66, 0.39, -0.22, 0.35, 0.36, 0.29, 0.38, -0.92, 0.80, -0.65, -0.11, -0.92, 0.43, -0.15, 0.38, 0.25, 0.37, 0.39, 0.18, -0.91, 1.04, -0.72, 0.27, -0.95, 0.42, 0.10, 0.06, 0.35, 0.11, 0.35, 0.27, 1.56, 0.28, -0.93, 1.51, -0.99, -0.98, -0.18, -0.46, -0.75, 0.39, 0.05, 0.11, -0.21, 0.30, -0.54, -0.51, 0.39, 0.43, -0.50, 0.41, 0.33, -0.13, -0.59, 0.76, 0.12, 0.68, -0.81, -0.42, 0.27, -0.85, -0.29, -0.20, -1.26, 0.44, 0.06, -0.22, -0.55, 0.52, -0.09, 0.48, -0.18, 0.37, 0.33, 0.52, 0.19, 0.42, 0.22, 0.32, -1.49, 0.31, 0.10, 0.72, -0.82, -0.15, 0.00, -1.41, -0.36, -0.72, -0.06, 0.46, 0.35, 0.25, 0.25, 0.10, 0.16, 0.28, 0.33, 0.45, 0.30, 0.37, 0.38, -0.65, 0.36, 0.30, -1.14, -0.32, -0.07, 0.75, -0.72, -0.32, -0.17, -1.28, -0.30, -0.53, 0.95, 0.32, 0.41, 0.25, 0.36, 0.32, 0.30, 0.31, 0.36, 0.34, 0.32, 0.33, 0.19, -0.76, -0.07, 0.32]}

=====

{"formula": "C18H54O9", "method": "ωB97M-V/def2-TZVPD", "multiplicity": 1, "orbital_gap_ev": 10.5948, "homo_ev": -10.140, "total_charge": 0, "smiles": "CCO.CCO.CCO.CCO.CCO.CCO.CCO.CCO.CCO", "energy_ev": -37967.646, "species": ["C", "C", "O", "H", "H", "H", "H", "H", "H", "C", "C", "O", "H", "H", "H", "H", "H", "H", "C", "C", "O", "H", "H", "H", "H", "H", "H", "C", "C", "O", "H", "H", "H", "H", "H", "H", "C", "C", "O", "H", "H", "H", "H", "H", "H", "C", "C", "O", "H", "H", "H", "H", "H", "H", "C", "C", "O", "H", "H", "H", "H", "H", "H", "C", "C", "O", "H", "H", "H", "H", "H", "H", "C", "C", "O", "H", "H", "H", "H", "H", "H"], "xyz": [[-5.88078, 1.36553, 1.66456], [-4.68409, 0.42591, 1.82674], [-4.84927, -0.76234, 1.08490], [-5.84402, 2.21071, 2.35637], [-6.81047, 0.83721, 1.87463], [-5.93094, 1.77887, 0.65153], [-4.68779, 0.13433, 2.88435], [-3.73783, 0.94252, 1.64655], [-4.73224, -0.50997, 0.14669], [2.64463, 3.34556, -1.20252], [4.13902, 3.14700, -1.01673], [4.50483, 1.76157, -1.03583], [2.38121, 4.39066, -1.02384], [2.08668, 2.73288, -0.49344], [2.31802, 3.07716, -2.20874], [4.47039, 3.50110, -0.04280], [4.67761, 3.69345, -1.79725], [4.55069, 1.44130, -1.94055], [-4.68392, 0.93664, -3.37551], [-4.93396, -0.31040, -2.55598], [-4.01405, -0.43221, -1.46755], [-3.68729, 0.89730, -3.81937], [-4.83420, 1.83999, -2.79200], [-5.34661, 0.91046, -4.24905], [-4.80358, -1.18437, -3.20282], [-5.92226, -0.31292, -2.10308], [-3.08589, -0.41691, -1.76473], [2.83318, 2.97788, 3.67601], [3.99353, 3.25967, 4.61317], [3.68343, 4.28144, 5.56003], [3.14897, 2.48645, 2.75413], [2.32585, 3.89858, 3.37418], [2.04854, 2.36963, 4.13681], [4.83326, 3.66526, 4.05316], [4.28009, 2.34137, 5.13078], [3.09221, 3.93252, 6.23275], [2.07280, -2.98589, -1.49560], [1.77542, -3.09971, -2.97595], [2.96992, -3.52667, -3.64368], [2.64767, -2.07840, -1.30288], [2.52384, -3.87761, -1.06992], [1.13253, -2.81397, -0.95535], [1.46441, -2.12111, -3.35981], [0.95829, -3.80279, -3.17014], [2.81845, -3.53428, -4.59157], [-0.35423, 0.58873, -4.30071], [-0.67521, 0.84641, -2.84455], [-1.40770, -0.24338, -2.30785], [-1.25056, 0.35836, -4.87794], [0.33214, -0.25271, -4.40659], [0.10268, 1.47605, -4.74546], [-1.25052, 1.77677, -2.77008], [0.24770, 0.97089, -2.27075], [-1.07461, -0.48123, -1.42341], [1.05120, 0.09485, 1.09578], [-0.36800, -0.25044, 1.47468], [-1.03284, -0.80610, 0.32843], [1.11309, 0.81316, 0.26989], [1.65833, -0.72788, 0.71732], [1.52686, 0.55789, 1.96053], [-0.90365, 0.63246, 1.83116], [-0.36440, -1.00783, 2.26310], [-1.68851, -1.46372, 0.60880], [-4.03541, -4.22081, -0.62638], [-2.79479, -3.42388, -0.23737], [-2.91177, -2.87111, 1.08384], [-3.94266, -5.24990, -0.28447], [-4.15475, -4.23325, -1.71171], [-4.90959, -3.73783, -0.19549], [-2.65810, -2.59547, -0.94329], [-1.88159, -4.01381, -0.28782], [-3.60242, -2.18560, 1.05291], [3.99867, -0.41236, 3.06507], [5.15618, -1.37704, 2.95532], [6.42349, -0.74605, 3.15351], [4.06683, 0.34657, 2.28067], [3.88500, 0.10159, 4.02150], [3.03743, -0.92152, 2.95101], [5.16234, -1.86955, 1.97694], [5.04804, -2.17501, 3.69097], [6.54510, -0.11069, 2.44178]], "mulliken_charge": [-1.19, -0.10, -0.55, 0.39, 0.28, 0.28, 0.41, 0.13, 0.30, -0.60, -0.33, -0.50, 0.38, -0.10, 0.30, 0.25, 0.34, 0.28, -0.90, -0.24, -0.23, 0.04, 0.28, 0.40, 0.24, 0.36, 0.34, -0.71, -0.31, -0.54, 0.01, 0.44, 0.32, 0.28, 0.24, 0.30, -0.84, 0.29, -0.55, 0.21, 0.40, 0.10, -0.19, 0.28, 0.30, -1.17, 0.15, -0.68, 0.29, 0.15, 0.40, 0.30, 0.08, 0.27, -0.24, -0.31, -0.20, -0.18, 0.08, 0.10, 0.27, 0.36, -0.03, -1.24, 0.50, -0.63, 0.33, 0.33, 0.28, -0.34, 0.41, 0.46, -0.42, -0.51, -0.52, 0.04, 0.22, 0.28, 0.25, 0.35, 0.30]}

=====

{"formula": "C3H14N2O3", "method": "ωB97M-V/def2-TZVPD", "multiplicity": 1, "orbital_gap_ev": 8.9762, "homo_ev": -8.327, "total_charge": 0, "smiles": "NCNCCO.O.O", "energy_ev": -12458.153, "species": ["C", "C", "O", "N", "C", "N", "H", "H", "H", "H", "H", "H", "H", "H", "H", "H", "H", "H", "O", "H", "H", "O"], "xyz": [[-1.64312, 0.79293, -0.20709], [-0.66351, 1.37589, 0.83774], [-0.21832, 0.59809, 2.00725], [-1.42468, -0.51658, -1.01595], [-1.46733, -1.76495, -0.31137], [-0.12941, -1.88214, 0.47107], [-1.70825, 1.47506, -1.10892], [-2.57516, 0.53425, 0.48908], [0.33293, 1.55614, 0.62301], [-1.14830, 2.35406, 1.17194], [-0.98286, 0.09320, 2.28595], [-0.56504, -0.42646, -1.64617], [-1.60517, -2.64267, -1.04005], [-2.42019, -1.97844, 0.27482], [-0.29376, -1.57205, 1.47900], [0.51561, -1.10005, 0.23580], [1.85769, 0.14967, -3.10884], [2.40566, 0.81235, -1.96637], [1.59005, 0.75472, -2.37265], [2.10508, 0.93938, 0.86393], [3.15965, -0.13210, 1.36639], [2.93384, 0.43537, 0.61275]], "nbo_charge": [-0.27, -0.09, -0.73, -0.66, -0.07, -0.87, 0.24, 0.19, 0.17, 0.17, 0.46, 0.38, 0.19, 0.19, 0.34, 0.36, 0.47, 0.47, -0.94, 0.48, 0.48, -0.96]}